{"formula": "C14H28N", "method": "the ωB97M-V functional and the def2-TZVPD basis", "symbols": ["C", "C", "C", "C", "H", "H", "N", "C", "H", "H", "H", "C", "H", "H", "H", "C", "C", "H", "H", "C", "C", "C", "C", "C", "C", "H", "H", "H", "H", "H", "H", "H", "H", "H", "H", "H", "H", "H", "H", "H", "H", "H", "H"], "xyz": [[5.6830, 2.3667, -0.0818], [4.4163, 1.6872, -0.0967], [3.3581, 1.1205, -0.1088], [2.0610, 0.4728, -0.1392], [1.6618, 0.5153, -1.1550], [1.3749, 0.9974, 0.5322], [2.1297, -0.9590, 0.2918], [2.6729, -1.0130, 1.6627], [3.6629, -0.5594, 1.6807], [2.0284, -0.4639, 2.3471], [2.7460, -2.0449, 2.0002], [3.0375, -1.7006, -0.6007], [4.0166, -1.2238, -0.5982], [2.6593, -1.7041, -1.6202], [3.1379, -2.7296, -0.2613], [0.7701, -1.5791, 0.3030], [-0.0282, -1.5018, -1.0055], [-0.5167, -2.4649, -1.1605], [0.6316, -1.3521, -1.8603], [-1.1171, -0.4223, -1.0078], [-2.3043, -0.7729, -0.1115], [-3.3767, 0.3144, -0.1490], [-4.5773, -0.0470, 0.7232], [-5.6270, 1.0626, 0.7908], [-6.3304, 1.3084, -0.5387], [-7.1276, 2.0359, -0.4104], [-5.6412, 1.6944, -1.2855], [-6.7678, 0.3861, -0.9142], [-5.1543, 1.9876, 1.1291], [-6.3737, 0.7829, 1.5365], [-5.0416, -0.9571, 0.3375], [-4.2268, -0.2593, 1.7367], [-3.7017, 0.4553, -1.1801], [-2.9508, 1.2590, 0.1989], [-1.9785, -0.9119, 0.9227], [-2.7398, -1.7165, -0.4455], [-0.7107, 0.5446, -0.7048], [-1.4822, -0.3119, -2.0300], [0.9105, -2.6228, 0.5904], [0.1948, -1.0914, 1.0925], [6.0201, 2.5130, 0.9433], [6.4277, 1.7878, -0.6261], [5.5764, 3.3392, -0.5598]], "forces_ev_per_a": [[0.41, 0.24, 0.02], [-0.73, -0.42, 0.00], [0.32, 0.14, 0.01], [-0.11, 0.75, -0.25], [-0.11, -0.16, 0.15], [-0.08, -0.22, -0.06], [-0.01, 0.02, 0.07], [0.43, -0.02, 0.88], [-0.08, -0.04, -0.11], [-0.09, 0.02, -0.14], [-0.09, -0.03, -0.16], [0.60, -0.46, -0.62], [-0.11, 0.02, 0.09], [-0.09, 0.08, 0.08], [-0.11, 0.05, 0.12], [-0.89, -0.41, -0.17], [0.00, 0.29, 0.00], [0.11, -0.04, -0.01], [0.06, -0.11, -0.04], [-0.09, -0.32, 0.09], [0.05, 0.40, -0.23], [-0.08, -0.39, 0.25], [0.04, 0.37, -0.02], [-0.04, -0.23, -0.09], [0.09, 0.06, 0.23], [-0.08, 0.06, -0.09], [0.02, 0.04, -0.14], [-0.07, -0.09, -0.10], [-0.01, 0.02, 0.10], [0.02, 0.08, 0.06], [-0.02, -0.11, 0.03], [0.02, -0.09, 0.01], [0.03, 0.09, -0.09], [0.02, 0.09, -0.04], [-0.01, -0.08, 0.09], [0.01, -0.11, 0.03], [0.04, 0.10, -0.04], [0.03, 0.09, -0.03], [0.16, 0.14, 0.08], [0.20, 0.02, 0.06], [0.08, 0.05, -0.02], [0.07, 0.06, 0.00], [0.09, 0.05, 0.00]], "orbital_gap_ev": 10.78, "e_lumo_ha": -0.0879, "largest_force_ev_per_a": 1.00, "charge": 1, "smiles": "CC#CC[N+](C)(C)CCCCCCCC"}